1.
C23H20CoN7O10 | ωB97M-V/def2-TZVPD

Computed properties:
energy above the lowest of the compared OMol25 structures with the same formula, charge and spin	0.00	kcal/mol
molar mass	613.385	Da
frontier orbital gap (alpha / beta)	0.2514 / 0.2500	Eh
energy	-92710.1068	eV
HOMO level (alpha / beta)	-4.47 / -4.44	eV
largest force on an atom	0.64	eV/A

```
! RIJCOSX wB97M-V def2-TZVPD def2/J DEFGRID3
* xyz -1 2
Co -0.851 0.531 0.193
C -0.153 3.624 0.128
N -1.047 2.847 -0.687
C -0.774 2.704 -2.092
C -1.256 1.364 -2.564
N -1.645 0.418 -1.762
C -2.013 -0.653 -2.563
C -2.506 -1.902 -2.208
C -2.779 -2.786 -3.233
C -2.570 -2.439 -4.576
C -2.093 -1.192 -4.938
C -1.825 -0.308 -3.902
N -1.364 1.003 -3.872
C 0.091 2.952 1.449
N -0.436 1.819 1.811
C 0.114 1.513 3.052
C -0.065 0.395 3.858
C 0.665 0.338 5.029
C 1.546 1.366 5.397
C 1.725 2.486 4.605
C 0.993 2.533 3.427
N 0.932 3.460 2.393
H -0.508 4.646 0.322
H 0.811 3.703 -0.379
H -2.022 2.858 -0.419
H 0.308 2.745 -2.236
H -1.230 3.480 -2.726
H -2.651 -2.154 -1.165
H -3.155 -3.774 -2.999
H -2.784 -3.166 -5.349
H -1.930 -0.929 -5.975
H -1.027 1.537 -4.653
H -0.722 -0.404 3.541
H 0.572 -0.527 5.672
H 2.110 1.274 6.316
H 2.415 3.271 4.884
H 1.587 4.204 2.231
O 4.933 -0.484 1.474
C 3.783 -0.357 1.128
C 2.661 -1.350 1.371
O 2.788 -2.483 1.819
C 1.438 -0.685 0.931
C 1.788 0.452 0.177
O 0.892 1.089 -0.488
C 3.184 0.810 0.368
O 3.753 1.832 0.018
O 0.222 -1.043 1.064
N 0.869 -3.967 0.385
C 1.590 -4.234 -0.844
C 1.384 -3.128 -1.879
O 1.928 -3.142 -2.955
O 0.554 -2.163 -1.503
H 0.497 -4.802 0.809
H 0.246 -2.407 -0.598
H 1.410 -3.472 1.093
H 1.197 -5.140 -1.310
H 2.669 -4.377 -0.735
O -3.549 1.740 0.520
N -3.583 0.566 0.909
O -4.610 0.048 1.314
O -2.508 -0.141 0.928
*
```

These are the Mulliken partial charges, in e, on atoms 1 to 2: number 1, Co, carries 1.618; number 2, C, carries -1.103

---

2.
C23H20F15O2S | ωB97M-V/def2-TZVPD

Computed properties:
energy above the lowest of the compared OMol25 structures with the same formula, charge and spin	0.00	kcal/mol
molar mass	645.448	Da
frontier orbital gap	0.2959	Eh
energy	-79860.9726	eV
HOMO level	-11.42	eV
largest force on an atom	0.64	eV/A

```
! RIJCOSX wB97M-V def2-TZVPD def2/J DEFGRID3
* xyz 1 1
O -0.705 -4.863 1.303
C -0.345 -3.866 1.845
O 0.915 -3.680 2.354
C -1.266 -2.691 2.129
C -0.765 -1.434 1.391
S -1.178 0.089 2.276
C 0.131 1.226 1.759
C -0.116 1.601 0.291
C 1.199 1.788 -0.474
F 1.570 3.089 -0.345
F 2.193 1.027 0.049
C 1.129 1.489 -2.013
F 0.567 2.543 -2.621
F 2.397 1.324 -2.458
C 0.373 0.182 -2.359
F -0.965 0.411 -2.328
F 0.669 -0.730 -1.383
C 0.727 -0.429 -3.741
F 1.941 -0.992 -3.688
F 0.730 0.584 -4.630
C -0.287 -1.496 -4.284
F -1.427 -0.887 -4.645
F 0.300 -2.027 -5.372
C -0.637 -2.684 -3.342
F -1.453 -2.282 -2.356
F -1.243 -3.623 -4.036
F 0.468 -3.177 -2.788
H 1.555 -3.526 1.647
H -1.264 -2.513 3.204
H -2.268 -2.957 1.814
H 0.313 -1.440 1.273
H -1.251 -1.337 0.425
H -0.807 -0.232 3.528
H 0.096 2.087 2.421
H 1.073 0.714 1.920
H -0.764 0.874 -0.182
H -0.643 2.551 0.253
F -3.778 4.100 -0.529
C -3.605 4.039 -1.869
C -2.801 3.044 -2.382
C -2.619 2.970 -3.756
C -3.229 3.896 -4.588
C -4.030 4.893 -4.045
C -4.228 4.970 -2.674
H -2.334 2.334 -1.714
H -2.001 2.186 -4.174
H -3.085 3.840 -5.658
H -4.506 5.616 -4.692
H -4.852 5.734 -2.231
F 2.761 -0.879 2.674
C 3.063 -1.373 3.914
C 3.784 -2.543 4.004
C 4.070 -3.046 5.264
C 3.635 -2.379 6.401
C 2.912 -1.202 6.280
C 2.622 -0.687 5.024
H 4.114 -3.050 3.107
H 4.635 -3.963 5.356
H 3.862 -2.776 7.381
H 2.575 -0.677 7.164
H 2.073 0.240 4.909
*
```

These are the Mulliken partial charges, in e, on atoms 1 to 2: number 1, O, carries -0.487; number 2, C, carries 0.162

---

3.
C23H20F2N3O4P | ωB97M-V/def2-TZVPD

Computed properties:
molar mass	471.400	Da
frontier orbital gap	0.3214	Eh
energy	-51561.9669	eV
HOMO level	-8.03	eV
largest force on an atom	1.02	eV/A
SMILES string	Cc1c(NP(=O)(Oc2ccccc2F)Oc2ccccc2F)c(=O)n(-c2ccccc2)n1C

```
! RIJCOSX wB97M-V def2-TZVPD def2/J DEFGRID3
* xyz 0 1
C -1.247 -0.986 2.572
C -0.513 0.153 1.967
C -0.298 0.450 0.664
N -0.732 -0.216 -0.485
P -0.532 -1.881 -0.585
O 0.219 -2.579 0.444
O -0.083 -2.134 -2.123
C 1.203 -2.505 -2.410
C 1.437 -3.506 -3.341
C 2.737 -3.866 -3.654
C 3.808 -3.242 -3.037
C 3.588 -2.242 -2.105
C 2.288 -1.884 -1.805
F 2.043 -0.896 -0.919
O -2.042 -2.425 -0.658
C -2.888 -1.999 -1.652
C -3.657 -0.855 -1.495
C -4.532 -0.460 -2.493
C -4.645 -1.200 -3.658
C -3.881 -2.341 -3.831
C -3.010 -2.728 -2.831
F -2.259 -3.832 -3.004
C 0.467 1.681 0.583
O 0.809 2.309 -0.404
N 0.684 2.039 1.904
C 1.100 3.299 2.346
C 2.129 3.953 1.676
C 2.535 5.204 2.101
C 1.937 5.803 3.198
C 0.909 5.153 3.859
C 0.481 3.909 3.435
N 0.034 1.151 2.767
C 0.771 0.764 3.955
H -1.863 -0.646 3.402
H -0.553 -1.745 2.930
H -1.875 -1.450 1.816
H -0.464 0.313 -1.307
H 0.590 -3.991 -3.798
H 2.910 -4.646 -4.378
H 4.818 -3.532 -3.279
H 4.402 -1.738 -1.610
H -3.551 -0.284 -0.586
H -5.123 0.432 -2.359
H -5.327 -0.890 -4.435
H -3.946 -2.933 -4.730
H 2.584 3.483 0.820
H 3.330 5.711 1.576
H 2.264 6.777 3.530
H 0.427 5.621 4.706
H -0.343 3.417 3.930
H 1.187 1.654 4.425
H 1.586 0.072 3.718
H 0.084 0.284 4.648
*
```

These are the Mulliken partial charges, in e, on atoms 1 to 2: number 1, C, carries -1.802; number 2, C, carries 0.164

---

4.
C23H20F2N4O9V | ωB97M-V/def2-TZVPD

Computed properties:
energy above the lowest of the compared OMol25 structures with the same formula, charge and spin	41.17	kcal/mol
molar mass	585.372	Da
frontier orbital gap (alpha / beta)	0.3009 / 0.3034	Eh
energy	-79687.5286	eV
HOMO level (alpha / beta)	-9.31 / -9.35	eV
largest force on an atom	0.68	eV/A

```
! RIJCOSX wB97M-V def2-TZVPD def2/J DEFGRID3
* xyz 0 2
V 0.243 -0.459 0.419
O -1.371 1.359 0.249
C -2.667 1.124 0.725
C -2.457 0.703 2.159
N -1.618 -0.509 2.225
C -0.922 -0.584 3.518
C 0.507 -0.183 3.250
O 1.299 0.061 4.387
O 1.114 0.993 1.208
C -2.376 -1.697 1.842
C -2.098 -2.137 0.406
O -2.656 -3.081 -0.087
O -1.208 -1.397 -0.233
H -1.344 1.779 -0.650
H -3.185 0.348 0.147
H -3.284 2.028 0.698
H -3.406 0.530 2.680
H -1.930 1.511 2.664
H -0.910 -1.609 3.888
H -1.390 0.045 4.278
H -3.455 -1.531 1.913
H -2.152 -2.543 2.490
F 2.632 -4.314 -2.601
C 2.568 -3.649 -1.438
C 1.609 -2.660 -1.288
C 1.548 -1.999 -0.076
C 2.435 -2.342 0.949
C 3.398 -3.315 0.738
F 4.254 -3.644 1.728
C 3.480 -3.997 -0.455
C 2.220 -1.562 2.167
C 3.417 -1.003 2.832
C 3.409 0.246 3.296
C 2.143 0.981 3.617
C 0.966 1.110 2.562
N 0.987 -1.192 2.305
H 0.958 -2.418 -2.114
H 4.210 -4.776 -0.613
H 4.344 -1.538 2.699
H 4.349 0.717 3.556
H 2.333 1.890 4.183
H 0.381 1.995 2.827
C -2.747 4.240 -2.717
C -1.799 3.163 -3.109
N -1.186 2.337 -2.290
C -0.434 1.496 -3.071
C -0.606 1.822 -4.394
N -1.465 2.887 -4.387
C -0.129 1.349 -5.724
O 0.611 0.267 -5.753
O -0.488 1.946 -6.713
C 0.399 0.400 -2.501
O 0.846 -0.460 -3.260
O 0.603 0.472 -1.233
H -2.683 4.402 -1.644
H -3.773 3.966 -2.967
H -2.510 5.174 -3.226
H -1.754 3.348 -5.236
H 0.742 -0.090 -4.825
*
```

These are the Mulliken partial charges, in e, on atoms 1 to 2: number 1, V, carries -0.465; number 2, O, carries -0.294